(1)
This record from OMol25 describes a structure of composition C25H22IrN5S2 at a distorted geometry. The level of theory is ωB97M-V/def2-TZVPD.

Results
Charge: +2
HOMO-LUMO gap (spin up / spin down) in eV: 6.820 / 5.424
F_max in eV Å⁻¹: 2.24
2S+1: 5
Expectation value of S²: 6.04
E_LUMO (spin up / spin down) in eV: -5.376 / -9.015
HOMO energy (spin up / spin down) in eV: -12.2 / -14.4

Element x y z (Å)
Ir (0.295242, 0.446847, 0.593498)
N (3.636842, 3.269047, 0.145498)
C (2.499442, 2.576147, 0.193298)
S (2.550442, 0.809147, 0.104998)
N (1.344042, 3.164647, 0.316898)
N (0.269942, 2.429547, 0.428698)
C (-0.975558, 3.027947, 0.375098)
C (-1.171458, 4.432147, 0.099998)
C (-2.156558, 4.808447, -0.836102)
C (-2.428558, 6.138347, -1.065902)
C (-1.742958, 7.121347, -0.359302)
C (-0.754358, 6.759847, 0.554498)
C (-0.445958, 5.432647, 0.763498)
C (-2.047358, 2.134347, 0.563398)
C (-3.363558, 2.552447, 0.870798)
C (-4.339558, 1.620947, 1.103098)
C (-4.009158, 0.255547, 1.038098)
C (-2.706758, -0.101253, 0.768298)
N (-1.732058, 0.790247, 0.547998)
H (4.524542, 2.795447, 0.123098)
H (3.616742, 4.273947, 0.218198)
H (-2.659158, 4.040647, -1.404102)
H (-3.164758, 6.414047, -1.805302)
H (-1.966958, 8.163547, -0.530902)
H (-0.237158, 7.527647, 1.108798)
H (0.297642, 5.158147, 1.493898)
H (-3.553558, 3.611947, 0.953698)
H (-5.346458, 1.924747, 1.345798)
H (-4.755858, -0.505753, 1.201998)
H (-2.435158, -1.146953, 0.713998)
N (0.396342, -1.557353, 0.599398)
S (1.664642, -2.587353, 0.800198)
C (0.761742, -4.136653, 1.022598)
C (-0.053358, -4.628253, 0.014498)
C (-0.816058, -5.754553, 0.268398)
C (-0.753858, -6.371253, 1.509398)
C (0.079842, -5.878953, 2.501498)
C (0.845342, -4.748553, 2.263198)
C (2.318442, -2.851653, -0.883902)
C (1.871042, -2.090453, -1.947902)
C (2.421142, -2.310853, -3.200602)
C (3.407342, -3.269853, -3.366702)
C (3.856842, -4.013253, -2.285402)
C (3.312742, -3.804953, -1.027202)
H (-0.378758, -2.046953, 0.156998)
H (-0.085058, -4.152753, -0.955202)
H (-1.459358, -6.141753, -0.505102)
H (-1.360958, -7.241153, 1.701498)
H (0.129142, -6.363553, 3.463798)
H (1.493242, -4.352353, 3.029498)
H (1.110442, -1.333153, -1.804102)
H (2.077042, -1.728053, -4.040602)
H (3.835542, -3.430353, -4.344002)
H (4.632142, -4.752353, -2.417002)
H (3.652442, -4.379453, -0.178802)

Forces on atoms 1 to 6 (eV/Å):
Ir 2.017 -0.201 0.085
N -0.767 -0.181 0.086
C 0.851 -1.793 0.115
S -0.567 -0.448 0.153
N -1.250 1.859 -0.120
N 1.611 -0.491 0.096



(2)
This record from OMol25 describes a structure of composition C25H22N2O5PRuS. The level of theory is ωB97M-V/def2-TZVPD.

Results
Charge: +2
HOMO-LUMO gap (spin up / spin down) in eV: 6.806 / 6.423
F_max in eV Å⁻¹: 0.40
2S+1: 6
Expectation value of S²: 8.77
E_LUMO (spin up / spin down) in eV: -6.618 / -7.598
HOMO energy (spin up / spin down) in eV: -13.4 / -14.0

Element x y z (Å)
Ru (0.131829, -0.536960, -0.659600)
O (3.289148, 1.469450, -3.139413)
C (2.516231, 0.786697, -2.328871)
O (1.301567, 0.762287, -2.382899)
C (3.270938, -0.011772, -1.307499)
C (4.651682, -0.123107, -1.274740)
C (5.214504, -0.948358, -0.312595)
C (4.384995, -1.628171, 0.570080)
C (3.015359, -1.447528, 0.465416)
N (2.476055, -0.649793, -0.454138)
C (1.967713, -2.129463, 1.303926)
O (2.307092, -2.903580, 2.305805)
O (0.790046, -1.969801, 1.042168)
H (2.747453, 1.930124, -3.802106)
H (5.262137, 0.413127, -1.986693)
H (6.286993, -1.072180, -0.254753)
H (4.822786, -2.286092, 1.309185)
H (3.261380, -2.959966, 2.446301)
O (-1.648445, -1.606386, -0.396628)
N (-1.754416, -2.852568, -0.866448)
C (-2.725256, -3.628951, -0.332650)
C (-2.915036, -4.896291, -0.804089)
C (-2.098349, -5.367145, -1.838320)
C (-1.111477, -4.561439, -2.352386)
C (-0.926810, -3.268849, -1.851057)
S (0.279075, -2.176340, -2.433863)
H (-3.293853, -3.159150, 0.454876)
H (-3.692065, -5.507360, -0.369849)
H (-2.241168, -6.363578, -2.232208)
H (-0.461516, -4.897701, -3.146782)
C (-2.886163, 1.728931, -1.207937)
P (-1.376955, 1.432768, -0.266437)
C (-1.805127, 0.922558, 1.406767)
C (-3.104562, 0.547557, 1.744255)
C (-3.375032, 0.057045, 3.011901)
C (-2.353292, -0.074176, 3.944124)
C (-1.056369, 0.293587, 3.613527)
C (-0.782646, 0.790042, 2.348937)
C (-0.512166, 3.013500, -0.148556)
C (-0.423472, 3.731334, 1.042134)
C (0.196342, 4.972536, 1.055719)
C (0.713865, 5.507980, -0.114092)
C (0.609379, 4.805929, -1.308553)
C (0.002416, 3.561286, -1.327049)
H (-3.512187, 2.435903, -0.661740)
H (-3.423285, 0.797420, -1.380077)
H (-2.614605, 2.164437, -2.168618)
H (-3.910294, 0.639897, 1.028368)
H (-4.388144, -0.213566, 3.277492)
H (-2.571934, -0.451677, 4.933674)
H (-0.264564, 0.208747, 4.345153)
H (0.229718, 1.109622, 2.111524)
H (-0.841511, 3.334530, 1.957721)
H (0.260940, 5.527697, 1.981509)
H (1.186165, 6.480799, -0.099448)
H (0.989057, 5.237703, -2.224757)
H (-0.094156, 3.028447, -2.265723)

Forces on atoms 1 to 6 (eV/Å):
Ru 0.205 -0.060 -0.128
O -0.083 -0.055 0.032
C 0.089 -0.020 0.024
O 0.082 0.119 -0.013
C -0.105 0.010 0.000
C 0.018 -0.021 0.028



(3)
This record from OMol25 describes a structure of composition C25H22N4OS2SeW. The level of theory is ωB97M-V/def2-TZVPD.

Results
Charge: +2
HOMO-LUMO gap in eV: 6.144
F_max in eV Å⁻¹: 0.26
Energy above the lowest of the compared OMol25 structures with the same formula, charge and spin in kJ/mol: 16.2
E_LUMO in eV: -8.527
HOMO energy in eV: -14.7

Element x y z (Å)
W (-0.185024, 1.015502, -0.345855)
S (1.996402, 1.996575, -0.186640)
C (2.621616, 1.614075, 1.406501)
C (3.959236, 1.777511, 1.732437)
C (4.378537, 1.503713, 3.029205)
C (5.764932, 1.650097, 3.356482)
N (6.882316, 1.754821, 3.596667)
C (3.457067, 1.085481, 4.005820)
C (2.117353, 0.939474, 3.675664)
C (1.706693, 1.197540, 2.372543)
S (0.023947, 0.993547, 1.930893)
C (3.886553, 0.801865, 5.342426)
N (4.206944, 0.579798, 6.421725)
H (4.678527, 2.113403, 0.998126)
H (1.409444, 0.620720, 4.429176)
C (-1.628865, 3.950834, 0.030888)
O (-0.606000, 3.156047, -0.652490)
H (-1.558006, 4.975339, -0.322822)
H (-1.467347, 3.892170, 1.105807)
H (-2.590511, 3.527424, -0.238633)
H (0.234303, 3.640652, -0.597526)
Se (2.269551, -1.111943, -1.389400)
N (0.707898, -0.898549, -0.451700)
C (0.350818, -2.099214, 0.031413)
C (-0.705852, -2.375569, 0.929035)
C (-0.887226, -3.665967, 1.335694)
C (-0.059626, -4.740675, 0.888104)
C (0.982759, -4.511299, 0.054259)
C (1.224094, -3.173104, -0.380026)
N (2.259075, -2.832195, -1.123259)
H (-1.321441, -1.576599, 1.315140)
H (-1.679169, -3.890281, 2.038863)
H (-0.262523, -5.738478, 1.251043)
H (1.653396, -5.293139, -0.273993)
C (-3.724847, 1.265157, -1.527832)
C (-2.699391, 0.214744, -1.038705)
C (-3.471897, -1.034907, -0.612482)
C (-2.002765, 0.857494, 0.179068)
C (-1.673160, -0.068825, -2.156537)
C (-0.961347, 0.991088, -2.756264)
C (0.018778, 0.743896, -3.726757)
C (0.256920, -0.550871, -4.152607)
C (-0.475183, -1.597729, -3.602553)
C (-1.408651, -1.367261, -2.602747)
H (-4.446745, 1.480462, -0.740368)
H (-4.263939, 0.851547, -2.380925)
H (-3.261402, 2.199416, -1.843203)
H (-4.164847, -0.782764, 0.190179)
H (-2.825866, -1.835476, -0.264877)
H (-4.062113, -1.405710, -1.452067)
H (-2.665057, 1.120882, 1.000523)
H (-1.258024, 2.020576, -2.581636)
H (0.541167, 1.575683, -4.181750)
H (0.988577, -0.742622, -4.926111)
H (-0.314354, -2.609141, -3.954058)
H (-1.945745, -2.205225, -2.183881)

Forces on atoms 1 to 6 (eV/Å):
W 0.118 0.174 0.138
S -0.072 0.000 0.054
C -0.077 -0.024 0.022
C 0.006 -0.007 0.017
C -0.105 0.001 -0.036
C 0.104 -0.022 0.042



(4)
This record from OMol25 describes a structure of composition C25H22N7OSZr at a distorted geometry. The level of theory is ωB97M-V/def2-TZVPD.

Results
Charge: +3
HOMO-LUMO gap in eV: 7.086
F_max in eV Å⁻¹: 2.05
Energy above the lowest of the compared OMol25 structures with the same formula, charge and spin in kJ/mol: 0.0
E_LUMO in eV: -9.480
HOMO energy in eV: -16.6

Element x y z (Å)
Zr (-0.335893, 0.282941, -0.463828)
C (3.046233, 1.875579, 1.901712)
C (2.503068, 2.020487, 3.169466)
C (1.187005, 1.636148, 3.404077)
C (0.440767, 1.115588, 2.364559)
N (0.978065, 0.982006, 1.126720)
C (2.246891, 1.351953, 0.903294)
C (-0.964653, 0.652073, 2.489699)
C (-1.754963, 0.793725, 3.619907)
C (-3.053612, 0.303808, 3.587273)
C (-3.552517, -0.293069, 2.435849)
C (-2.721000, -0.388775, 1.332388)
N (-1.453196, 0.052668, 1.389804)
C (-3.114479, -0.947242, 0.012284)
C (-4.296701, -1.629212, -0.214550)
C (-4.573068, -2.104384, -1.490772)
C (-3.666008, -1.876559, -2.514791)
C (-2.500122, -1.195646, -2.220165)
N (-2.217803, -0.752206, -0.986587)
H (4.067990, 2.158593, 1.693294)
H (3.101156, 2.425114, 3.975226)
H (0.769976, 1.736738, 4.395979)
H (2.624046, 1.208132, -0.103404)
H (-1.385253, 1.282188, 4.509896)
H (-3.686131, 0.397503, 4.460423)
H (-4.572292, -0.648300, 2.406716)
H (-5.007336, -1.792656, 0.583168)
H (-5.490623, -2.644483, -1.684025)
H (-3.861179, -2.218333, -3.521083)
H (-1.766594, -0.994052, -2.991442)
O (-1.027114, 2.003167, -0.637319)
C (-0.465125, 3.110464, -1.202210)
C (-0.660080, 4.350044, -0.607377)
C (-0.166561, 5.499394, -1.198556)
C (0.519350, 5.425601, -2.405319)
C (0.730562, 4.199444, -2.999637)
C (0.260423, 3.020577, -2.408651)
C (0.533379, 1.726668, -3.020307)
N (0.603314, 0.552538, -2.354733)
C (0.939246, -0.426314, -3.293607)
C (1.068577, 0.162635, -4.503623)
N (0.806330, 1.500624, -4.310972)
H (-1.234749, 4.395592, 0.309090)
H (-0.325763, 6.458865, -0.725577)
H (0.892708, 6.325435, -2.873878)
H (1.293390, 4.152698, -3.923999)
H (1.095357, -1.450429, -3.004202)
H (1.323522, -0.244887, -5.467108)
H (0.822423, 2.196481, -5.042863)
N (-0.885378, -4.084530, 0.213561)
C (0.328522, -3.708389, -0.185430)
N (1.161286, -4.607586, -0.671841)
S (0.848282, -2.079786, -0.046670)
H (-1.129825, -5.063574, 0.273682)
H (-1.439831, -3.446030, 0.754652)
H (0.949111, -5.595160, -0.679060)
H (2.091236, -4.334133, -0.947907)

Forces on atoms 1 to 6 (eV/Å):
Zr 0.513 -1.928 -0.453
C -0.057 0.009 0.059
C 0.033 -0.010 -0.093
C -0.073 -0.033 0.007
C 0.132 0.058 0.142
N 0.280 0.087 0.886



no.,energy (eV)
1,-58224.801
2,-62190.636
3,-123114.885
4,-50858.123